Below is a molecular structure, C16H30F3NOP2V at a distorted geometry, with properties calculated with ωB97M-V with the def2-TZVPD basis set.

Structure (XYZ):
```
54
Properties=species:S:1:pos:R:3:forces:R:3
V -0.20758 -0.18640 0.43908 1.765 -0.612 -4.165
P -0.02585 2.03721 1.56025 0.099 0.332 -1.075
P -0.39053 -2.42057 -0.96715 -0.517 0.940 -0.122
N 0.57365 0.52712 -0.94726 -1.066 -1.337 1.973
H -0.30286 -0.05152 2.06669 0.127 -1.978 3.737
C 1.62014 2.25134 2.30799 0.025 0.127 0.247
H 1.64013 3.17802 2.89692 0.144 -0.184 -0.110
H 2.37143 2.29914 1.50881 -0.223 -0.038 0.190
H 1.84954 1.39693 2.95204 0.019 0.411 -0.142
C -1.21345 2.51913 2.84264 0.039 -0.026 0.226
H -0.89446 3.46560 3.29882 -0.169 -0.210 -0.023
H -1.24665 1.72728 3.59961 -0.079 0.214 -0.025
H -2.21171 2.62894 2.40081 0.269 -0.060 0.075
C -0.08765 3.44841 0.39775 -0.068 0.175 -0.017
H -0.07340 4.39331 0.96006 0.037 -0.187 -0.138
H -1.00371 3.40505 -0.20411 0.243 -0.054 0.186
H 0.77488 3.41858 -0.28087 -0.218 -0.079 0.176
C 1.08824 -3.48541 -0.93137 0.117 0.053 0.070
H 0.96205 -4.34486 -1.60535 0.041 0.218 0.159
H 1.27669 -3.82471 0.09275 -0.031 0.082 -0.283
H 1.93915 -2.87584 -1.25987 -0.094 -0.218 0.062
C -1.71160 -3.52407 -0.37683 -0.100 -0.279 -0.235
H -1.67328 -4.46741 -0.93804 -0.158 0.071 0.217
H -2.68313 -3.03866 -0.53298 0.217 -0.121 0.043
H -1.57856 -3.71709 0.69473 -0.016 0.009 -0.321
C -0.67303 -2.28214 -2.76778 -0.178 -0.314 -0.035
H -0.78166 -3.28530 -3.20657 0.023 0.293 -0.065
H 0.18166 -1.76653 -3.22363 -0.182 -0.104 0.104
H -1.57753 -1.69370 -2.95582 0.173 -0.111 0.028
C 0.84185 1.10632 -2.11866 0.482 1.205 -1.539
C 2.44577 2.00152 -3.73233 -0.334 0.083 -0.226
C 2.18797 1.33784 -2.54381 -0.725 -0.128 0.324
C -0.21570 1.53570 -2.98277 0.396 -0.193 0.600
C 0.06472 2.19543 -4.16676 0.159 -0.046 -0.117
C 1.38863 2.43666 -4.54974 0.207 0.024 0.004
H 3.47719 2.18456 -4.02998 -0.218 -0.027 0.013
H 2.98553 0.98516 -1.88854 -0.137 0.133 -0.210
H -1.24310 1.33988 -2.66715 0.297 0.085 -0.075
H -0.76344 2.52586 -4.79721 0.286 -0.079 0.128
H 1.60150 2.96332 -5.48658 -0.079 -0.224 0.401
C 0.16814 -1.34989 2.49297 0.488 0.326 -2.104
O 0.67980 -1.72669 1.25541 -0.471 0.976 1.491
C 1.29566 -1.26149 3.51358 -0.134 0.706 0.583
H 0.92721 -1.52029 4.51647 0.167 0.185 -0.220
H 1.71882 -0.25299 3.56044 0.079 -0.449 0.067
H 2.09340 -1.96631 3.24938 -0.294 0.177 -0.127
C -0.97159 -2.22752 2.97604 -0.714 0.325 0.270
H -0.75080 -3.28639 2.77184 0.098 0.361 0.017
H -1.92648 -1.95784 2.50581 0.249 -0.208 0.011
H -1.09685 -2.11075 4.06200 -0.085 -0.051 -0.297
F -2.83341 -0.38635 -0.99119 -0.052 0.352 0.682
C -2.30061 0.25508 0.12209 0.279 -0.167 -0.027
F -2.62274 1.59407 -0.08935 -0.123 -0.673 0.232
F -3.09239 -0.14674 1.19669 -0.060 0.291 -0.619
```
Forces are in eV/Å.

The expectation value of S² is 0.995. The calculation puts the energy above the lowest of the compared OMol25 structures with the same formula, charge and spin at 0.00 kcal/mol. As for the spin multiplicity: 2. The calculation puts the LUMO energy (alpha / beta) at -0.2 / 0.5 eV. For the HOMO energy (alpha / beta), the calculation gives -0.2479 / -0.2612 hartree.

Below is 4 unconnected molecules or ions with the total composition C16H30INO14S3 at a distorted geometry, with properties calculated with ωB97M-V with the def2-TZVPD basis set.

Structure (XYZ):
```
65
Properties=species:S:1:pos:R:3:forces:R:3
C 0.24178 4.21877 0.06276 -0.544 0.126 -0.178
C -1.23982 3.93422 -0.08164 0.383 -0.549 0.495
O -1.57595 4.11823 -1.47006 -0.075 -0.268 -0.687
C -2.27326 3.05041 -1.93606 0.088 -0.131 -1.636
O -2.33907 2.76462 -3.12577 -0.131 0.576 2.039
C -2.86098 2.36884 -0.72827 -0.249 -0.259 -0.178
C -3.57328 1.04752 -0.91185 0.049 -0.409 0.307
C -4.04918 0.51291 0.44514 0.063 -0.052 -0.569
C -5.18972 -0.49838 0.33646 0.643 0.266 0.224
I -4.39749 -2.48909 0.23598 -0.189 0.055 -0.133
C -1.72754 2.50523 0.29048 0.159 0.330 0.336
C -0.66311 1.40525 0.35091 -0.606 -0.127 -0.671
C -0.40828 0.66119 -0.96143 0.928 -0.266 0.265
N 1.01208 0.29992 -0.98980 -0.005 -0.061 0.074
H 0.76856 3.76558 -0.76813 0.275 -0.219 -0.008
H 0.61564 3.84714 1.00710 0.188 -0.013 0.190
H 0.39417 5.28997 0.01107 0.164 0.200 0.006
H -1.79509 4.62845 0.54399 -0.291 0.326 -0.242
H -3.62892 3.06605 -0.38359 -0.106 0.253 0.002
H -2.93945 0.30688 -1.38665 0.096 -0.103 -0.192
H -4.44976 1.17472 -1.54131 -0.035 0.224 -0.275
H -3.20887 0.04029 0.93827 0.159 0.092 0.368
H -4.36139 1.36619 1.04270 -0.228 0.065 0.244
H -5.81330 -0.44766 1.21538 -0.226 -0.238 0.122
H -5.77504 -0.32410 -0.55392 -0.233 -0.142 -0.150
H -2.17684 2.55599 1.27791 0.006 0.146 0.217
H -0.97757 0.68829 1.10141 0.058 -0.200 0.162
H 0.28910 1.79575 0.68727 0.084 0.237 0.188
H -0.68530 1.23501 -1.84501 -0.199 0.170 -0.050
H -0.95058 -0.27611 -0.97106 -0.270 -0.090 -0.146
H 1.57670 1.13278 -0.88488 0.166 0.072 -0.047
H 1.25212 -0.12873 -1.87153 0.028 -0.106 -0.107
O 3.36896 2.25702 0.57002 -0.058 0.250 -0.039
S 3.81896 1.61551 1.75385 0.148 -0.497 -0.093
O 3.57758 2.18105 3.03037 -0.156 0.149 0.064
O 5.37715 1.29784 1.58798 -0.171 0.014 -0.153
C 5.61769 -0.10946 1.75597 -0.010 -0.174 0.299
C 4.33671 -0.76308 1.28368 0.146 -0.124 -0.454
O 3.30279 0.10681 1.76728 0.169 0.132 0.308
H 5.80550 -0.30688 2.81289 -0.010 -0.005 -0.012
H 6.48233 -0.40424 1.16918 0.015 0.175 -0.086
H 4.19948 -1.75957 1.68789 -0.197 0.051 0.134
H 4.28193 -0.79983 0.19413 -0.020 0.004 0.012
O 0.31931 -3.16898 -4.57288 0.056 -0.226 0.099
S -0.44403 -2.23517 -3.83165 -0.432 0.462 -0.307
O -0.50864 -2.26048 -2.41741 0.254 -0.189 0.207
O -1.93314 -2.21476 -4.41750 0.241 -0.027 -0.199
C -2.29186 -0.88437 -4.82653 -0.127 0.254 0.216
C -0.97965 -0.25140 -5.23865 -0.033 -0.010 -0.303
O -0.04077 -0.74844 -4.27306 -0.086 -0.057 0.208
H -2.73817 -0.36362 -3.97686 0.028 0.035 -0.026
H -3.00682 -0.93964 -5.64199 0.007 -0.168 -0.009
H -1.00327 0.83364 -5.19391 0.079 0.009 0.173
H -0.66662 -0.57844 -6.23218 -0.017 -0.007 0.010
O 2.74730 -4.82041 1.67698 0.082 -0.144 -0.141
S 3.19193 -4.61601 3.00505 -0.317 0.142 0.252
O 4.51419 -4.92968 3.40393 0.190 0.035 -0.096
O 2.15135 -5.30767 4.00230 -0.053 0.124 -0.179
C 1.62752 -4.34605 4.92978 0.112 0.110 0.246
C 1.66162 -3.03566 4.16993 -0.303 0.015 -0.141
O 2.89114 -3.09854 3.43154 0.164 -0.157 0.183
H 2.27386 -4.31997 5.80891 -0.007 0.013 -0.012
H 0.62239 -4.63735 5.21957 -0.006 -0.132 -0.106
H 1.67753 -2.16802 4.82240 0.165 0.047 -0.045
H 0.83337 -2.95290 3.46390 -0.002 -0.012 0.018
```
Forces are in eV/Å.

As for the spin multiplicity: 1. The calculation puts the LUMO energy at 0.3 eV. As for the SMILES: C[C@H]1OC(=O)[C@@H](CCCI)[C@H]1CCN.O=S1(=O)OCCO1.O=S1(=O)OCCO1.O=S1(=O)OCCO1. For the HOMO energy, the calculation gives -0.3304 hartree.

Below is a molecular structure, C16H30N2O3PTi at a distorted geometry, with properties calculated with ωB97M-V with the def2-TZVPD basis set.

Structure (XYZ):
```
53
Properties=species:S:1:pos:R:3:forces:R:3
O -0.99725 -0.18885 2.30963 2.883 -2.648 2.203
P 0.05071 -1.09027 3.07610 -1.093 2.139 -1.255
O 1.38013 -0.03846 3.60734 -2.564 -1.177 -0.635
O -0.61580 -1.76912 4.54959 2.020 2.501 -2.048
N 0.80902 -2.37212 2.09605 -2.492 1.587 0.201
C -0.00154 -2.71684 0.86629 0.720 -0.424 -0.175
C 0.92360 -3.57445 -0.20930 -0.973 -0.122 -0.325
C 1.74189 -2.64192 -1.28194 0.915 -1.104 0.048
C 2.86700 -1.64931 -0.61475 -0.019 1.219 -1.393
C 2.70950 -0.15632 -1.35104 0.580 -0.447 -0.178
C 3.55986 0.98732 -0.54307 0.117 0.585 -0.328
C 2.69380 2.29059 -0.05630 0.378 0.499 0.889
C 1.21473 1.95133 0.56733 -0.658 0.505 0.420
C 0.01388 2.79720 -0.22077 0.354 -0.338 -0.026
C -0.09513 2.44556 -1.82076 -0.652 1.441 -0.248
C -1.52125 1.67775 -2.15387 1.227 -0.325 -0.924
C -1.65306 0.17918 -1.50376 -0.303 -0.531 -0.529
N -2.75384 0.04005 -0.45519 -3.728 -1.150 3.525
C -3.37759 -1.27749 -0.03157 -1.842 0.730 1.986
C -4.54578 -1.21062 1.13156 3.888 5.754 -2.738
C -4.55207 0.41771 1.43411 2.782 -3.069 -3.713
C -3.43366 1.09481 0.39189 -2.191 -2.267 1.659
H 1.10042 0.92285 3.56153 0.043 -1.771 -0.124
H -0.51898 -1.03041 5.22433 -0.167 -1.257 -0.975
H -0.49612 -1.80592 0.32328 0.826 -1.468 1.173
H -0.88028 -3.45206 1.18171 1.371 1.323 -0.444
H 1.59335 -4.32746 0.38572 -1.074 1.658 -1.154
H 0.16356 -4.23825 -0.84434 1.587 1.381 1.332
H 2.33877 -3.39079 -1.99461 -1.421 1.560 1.461
H 0.99797 -2.06473 -1.99749 1.376 -1.001 1.632
H 3.96684 -2.01224 -0.88790 -2.434 0.572 0.937
H 2.74119 -1.47020 0.53764 0.157 -0.623 -2.167
H 3.11182 -0.17288 -2.47397 -0.922 -0.239 2.392
H 1.55781 0.03282 -1.42659 2.122 0.002 0.324
H 4.44054 1.41080 -1.22870 -1.896 -1.066 1.518
H 4.05986 0.50482 0.39849 -1.020 0.871 -1.762
H 3.31832 2.79176 0.82781 -1.299 -1.011 -2.008
H 2.61629 3.14341 -0.88594 0.095 -2.024 1.572
H 1.17153 2.33503 1.69522 0.084 -0.876 -2.470
H 0.96286 0.78938 0.61097 0.547 2.535 -0.202
H -1.03674 2.56865 0.25537 2.138 0.470 -0.673
H 0.23464 3.95552 -0.13339 -0.453 -2.443 -0.055
H 0.84680 1.90935 -2.27406 -2.091 0.734 0.991
H -0.16443 3.49447 -2.38630 0.184 -2.198 0.995
H -2.39989 2.39688 -1.87384 1.455 -1.041 1.584
H -1.54256 1.53349 -3.33651 0.016 0.045 1.495
H -1.94023 -0.55932 -2.37559 0.581 1.416 1.811
H -0.60042 -0.15442 -1.09580 -2.151 0.861 -0.543
H -3.07303 -2.32013 -0.47422 -0.300 2.596 0.641
H -5.19843 -2.05030 1.62312 1.704 1.795 -1.271
H -5.22287 0.94409 2.23562 1.662 -0.862 -1.941
H -3.24286 2.26183 0.36378 -0.064 -2.963 -0.084
Ti -3.32287 2.85827 -3.32287 -0.004 -0.334 -0.406
```
Forces are in eV/Å.

As for the spin multiplicity: 1. The calculation puts the LUMO energy at -7.3 eV. Its net charge is +1. For the HOMO energy, the calculation gives -0.3382 hartree.

Below is a molecular structure, C16H30N2O3PtSb2 at a distorted geometry, with properties calculated with ωB97M-V with the def2-TZVPD basis set.

Structure (XYZ):
```
54
Properties=species:S:1:pos:R:3:forces:R:3
Pt 0.76337 1.14280 -0.49458 -0.805 -1.963 -0.218
C 0.98455 -0.15203 3.32131 0.177 0.449 -0.163
Sb 1.56762 -0.72546 1.37266 -0.900 -0.812 0.284
C 3.52101 -1.54189 1.54194 0.174 0.574 -0.297
C 0.33431 -2.51816 0.90313 -0.318 0.246 -0.281
C -0.95089 -2.46932 1.59308 -1.104 0.623 -0.819
C -1.05386 -2.98391 2.89475 0.015 0.105 0.073
C -2.23724 -2.92772 3.58289 -1.164 0.462 -0.200
C -3.39056 -2.32361 2.98263 0.979 -0.732 1.121
C -3.32390 -1.81838 1.70254 0.458 -0.012 -0.725
C -2.14862 -1.91219 0.95789 0.891 -0.640 1.176
C -2.17258 -1.56910 -0.46976 0.336 1.038 -0.348
Sb -1.82163 0.54464 -1.01107 -0.057 -1.003 0.641
C -2.35439 0.39263 -3.05104 0.579 0.447 -0.275
C -3.31914 1.73726 -0.10940 0.405 0.441 0.178
H 0.98985 -1.04983 3.93881 0.009 -0.076 -0.048
H -0.00129 0.30543 3.30317 -0.038 -0.058 0.020
H 1.72322 0.55228 3.70022 -0.014 0.009 0.068
H 3.51164 -2.11885 2.46780 -0.086 0.010 0.092
H 4.24570 -0.73291 1.61024 0.145 -0.090 0.062
H 3.73013 -2.17676 0.68473 -0.022 -0.005 -0.021
H 0.98990 -3.30121 1.28699 0.178 0.021 0.010
H 0.31407 -2.51544 -0.18254 -0.003 -0.162 0.017
H -0.19213 -3.45791 3.34906 0.028 -0.005 0.021
H -2.30957 -3.34285 4.58068 -0.050 -0.001 -0.085
H -4.32610 -2.30206 3.52840 0.079 0.028 0.015
H -4.21569 -1.41159 1.24164 -0.048 -0.051 -0.006
H -3.17574 -1.66658 -0.88923 0.012 -0.094 -0.105
H -1.44732 -2.08087 -1.09640 -0.113 -0.171 -0.027
H -3.42747 0.19567 -3.06411 -0.054 -0.014 0.185
H -1.80821 -0.42665 -3.51133 -0.001 -0.025 0.034
H -2.15183 1.33060 -3.56419 -0.052 -0.031 -0.092
H -4.28134 1.35024 -0.44660 0.041 -0.165 -0.091
H -3.18931 2.75546 -0.47438 -0.090 0.026 0.039
H -3.24609 1.71643 0.97489 0.002 -0.053 0.011
C 1.08632 4.31122 -0.47246 0.012 -0.042 -0.011
C 0.95381 3.69829 0.87891 0.094 0.338 0.050
N 1.01749 4.44287 1.94568 -0.016 -0.048 -0.060
O 0.77860 2.42695 1.03894 -0.203 0.061 -0.258
H 1.25803 5.38397 -0.42686 0.002 0.013 0.012
H 0.17087 4.13453 -1.04203 -0.013 0.009 0.001
H 1.92293 3.84918 -1.00257 0.006 0.018 -0.003
H 1.16534 5.44179 1.87558 0.000 0.023 0.002
H 0.92293 4.05524 2.87613 0.004 -0.042 0.009
N 3.19377 0.04187 -4.73062 0.024 -0.011 -0.008
C 2.23415 -0.78574 -3.93570 -0.213 -0.155 0.125
C 1.72777 -0.01577 -2.72765 0.143 0.261 -0.181
O 0.87182 -0.58162 -1.95413 -0.127 1.034 0.714
O 2.13350 1.12435 -2.49948 0.595 0.183 -0.555
H 3.70467 -0.53600 -5.40860 -0.007 0.007 -0.014
H 3.87971 0.50488 -4.12454 -0.007 0.014 -0.011
H 2.71820 0.78169 -5.25714 0.020 0.008 0.011
H 2.72975 -1.70131 -3.61386 0.069 0.018 -0.018
H 1.39987 -1.07454 -4.57439 0.029 -0.002 -0.049
```
Forces are in eV/Å.

The calculation puts the energy above the lowest of the compared OMol25 structures with the same formula, charge and spin at 62.82 kcal/mol. As for the spin multiplicity: 1. The calculation puts the LUMO energy (alpha / beta) at -15.4 / -15.0 eV. Its net charge is +4. For the HOMO energy (alpha / beta), the calculation gives -0.7052 / -0.7224 hartree.

> The highest spin multiplicity belongs to which entry?

C16H30F3NOP2V

> Number 2 is which compound?

C16H30INO14S3